Record 1
22
Properties=species:S:1:pos:R:3 method="wB97M-V/def2-TZVPD" gap_ev=9.667 smiles=CCCCCCPBr e_above_lowest_kcal_mol=0.0
C 1.974 1.423 0.369
C 2.301 -0.028 -0.059
C 1.074 -0.723 -0.639
C -0.053 -0.917 0.385
C -1.411 -1.112 -0.306
C -2.571 -0.345 0.325
P -2.473 1.491 0.318
Br -1.862 1.876 -1.814
H 1.021 1.703 -0.067
H 2.736 2.120 0.045
H 1.840 1.456 1.446
H 3.079 0.007 -0.815
H 2.692 -0.594 0.783
H 1.351 -1.717 -0.988
H 0.715 -0.140 -1.481
H 0.169 -1.827 0.935
H -0.072 -0.104 1.105
H -1.370 -0.868 -1.361
H -1.663 -2.171 -0.258
H -2.776 -0.645 1.351
H -3.473 -0.561 -0.242
H -1.229 1.676 0.970

***

Record 2
21
Properties=species:S:1:pos:R:3 method="wB97M-V/def2-TZVPD" s2=0.752 gap_ev="12.043 / 6.888" multiplicity=2 e_above_lowest_kcal_mol=2.1
Cl 2.077 1.399 2.909
H -3.608 0.386 1.664
C -3.085 -0.211 0.935
C -1.675 0.356 0.835
C -0.802 -0.379 -0.113
C 0.612 0.230 -0.168
C 1.481 -0.526 -1.140
C 2.883 0.064 -1.220
H -3.090 -1.259 1.247
H -3.610 -0.156 -0.018
H -1.774 1.398 0.528
H -1.233 0.341 1.833
H -0.744 -1.430 0.193
H -1.238 -0.303 -1.109
H 0.519 1.265 -0.526
H 1.067 0.240 0.827
H 1.551 -1.576 -0.860
H 1.030 -0.465 -2.132
H 3.467 -0.510 -1.905
H 2.839 1.093 -1.547
H 3.333 0.042 -0.233